{
  "formula": "C4H5NO2",
  "method": "the ωB97M-V functional and the def2-TZVPD basis",
  "homo_ev": -8.69,
  "de_lowest_ev": 5.261,
  "spin_multiplicity": 1,
  "species": ["C", "C", "C", "C", "N", "O", "O", "H", "H", "H", "H", "H"],
  "coordinates": [[1.868, -0.994, -0.494], [1.150, 0.070, -0.295], [0.462, 0.320, 1.005], [-2.086, 0.342, 0.039], [-1.087, 1.250, 0.624], [0.651, 0.010, 2.138], [-1.298, 1.282, -0.730], [2.230, -1.256, -1.405], [1.855, -1.720, 0.274], [0.978, 0.765, -1.072], [-1.652, -0.663, -0.165], [-3.073, 0.594, 0.080]],
  "mulliken_charge": [-0.68, -0.16, 0.49, -0.07, -0.28, -0.44, -0.33, 0.35, 0.25, 0.38, 0.20, 0.28]
}

{
  "formula": "C26H20B4Ba2Br10O32",
  "method": "the ωB97M-V functional and the def2-TZVPD basis",
  "homo_ev": -9.28,
  "spin_multiplicity": 1,
  "species": ["Ba", "Ba", "O", "C", "O", "B", "O", "C", "O", "O", "C", "O", "C", "O", "O", "O", "C", "O", "B", "O", "C", "O", "O", "C", "O", "C", "O", "O", "O", "C", "O", "B", "O", "C", "O", "O", "C", "O", "C", "O", "O", "O", "C", "O", "B", "O", "C", "O", "O", "C", "O", "C", "O", "O", "Br", "C", "C", "Br", "H", "H", "H", "H", "Br", "C", "C", "Br", "H", "H", "H", "H", "Br", "C", "C", "Br", "H", "H", "H", "H", "Br", "C", "C", "Br", "H", "H", "H", "H", "Br", "C", "C", "Br", "H", "H", "H", "H"],
  "coordinates": [[-3.738, 2.251, -4.571], [3.431, 3.025, 1.093], [7.890, -4.584, -0.518], [6.996, -3.904, 0.132], [6.927, -2.572, 0.297], [5.942, -2.362, 1.380], [5.281, -3.630, 1.586], [5.854, -4.564, 0.871], [5.556, -5.705, 0.813], [5.063, -1.265, 0.894], [4.912, -0.368, 1.819], [4.130, 0.598, 1.775], [5.899, -0.730, 2.912], [6.593, -1.763, 2.586], [6.083, 0.007, 3.878], [3.660, 4.914, -0.780], [3.075, 4.561, -1.785], [2.472, 3.435, -1.937], [1.807, 3.456, -3.235], [2.171, 4.704, -3.973], [2.874, 5.367, -3.083], [3.350, 6.464, -3.341], [0.332, 3.270, -3.150], [-0.013, 2.350, -4.039], [-1.187, 1.969, -4.230], [1.282, 1.640, -4.597], [2.236, 2.302, -4.081], [1.335, 0.613, -5.346], [-0.507, 6.747, 2.790], [-0.576, 6.088, 1.778], [-1.518, 6.008, 0.869], [-1.184, 4.957, -0.156], [0.266, 4.690, 0.163], [0.560, 5.166, 1.347], [1.524, 4.804, 2.062], [-1.471, 5.466, -1.565], [-2.358, 4.697, -2.199], [-2.758, 4.745, -3.400], [-2.740, 3.671, -1.238], [-2.062, 3.777, -0.083], [-3.538, 2.798, -1.577], [-3.766, 0.120, -2.796], [-2.894, -0.226, -1.971], [-1.794, 0.410, -1.811], [-0.970, -0.196, -0.778], [-1.588, -1.475, -0.485], [-2.795, -1.590, -1.194], [-3.693, -2.450, -1.160], [-0.983, 0.757, 0.412], [0.278, 1.070, 0.744], [0.703, 1.935, 1.541], [1.177, 0.532, -0.334], [0.485, -0.297, -1.101], [2.386, 0.872, -0.502], [3.147, -2.179, -3.546], [3.821, -2.435, -1.700], [3.048, -3.644, -1.070], [3.543, -5.284, -2.119], [3.683, -1.429, -1.305], [4.879, -2.674, -1.817], [1.971, -3.476, -1.097], [3.377, -3.805, -0.044], [-2.753, 0.793, 2.700], [-4.252, 1.770, 1.957], [-5.457, 0.796, 1.849], [-7.108, 1.753, 2.190], [-3.801, 2.111, 1.025], [-4.435, 2.661, 2.557], [-5.472, 0.060, 2.653], [-5.344, 0.421, 0.832], [2.266, 2.664, 4.486], [0.372, 2.341, 4.965], [0.410, 1.527, 6.307], [-1.287, 1.704, 7.269], [-0.023, 1.880, 4.060], [-0.021, 3.336, 5.176], [1.177, 1.958, 6.952], [0.634, 0.469, 6.175], [-4.090, -3.601, -4.433], [-5.288, -4.561, -3.181], [-4.420, -5.634, -2.412], [-5.638, -6.954, -1.566], [-6.052, -5.103, -3.738], [-5.632, -3.825, -2.455], [-3.738, -5.210, -1.675], [-3.879, -6.109, -3.230], [-3.758, -3.600, 2.815], [-3.199, -4.689, 1.237], [-2.632, -6.008, 1.857], [-4.030, -7.108, 2.638], [-2.349, -4.210, 0.748], [-4.082, -4.803, 0.608], [-1.824, -5.935, 2.584], [-2.161, -6.523, 1.020]],
  "mulliken_charge": [1.88, 2.09, -0.64, 0.54, -0.44, 1.22, -0.59, 0.62, -0.54, -0.35, 0.34, -0.51, 0.35, -0.53, -0.64, -0.75, 0.71, -0.17, 1.35, -0.74, 0.21, -0.60, -0.15, 0.21, -0.43, 0.42, -0.56, -0.66, -0.57, 0.17, -0.67, 0.47, 0.47, 0.58, -0.51, -0.40, 0.33, -0.76, 0.84, 0.01, -0.74, -0.78, 0.50, 0.31, 0.25, -0.53, 0.44, -0.54, 0.38, -0.28, -0.22, 0.77, -0.39, -0.62, -0.20, -0.27, -0.47, -0.13, -0.26, 0.54, 0.40, 0.26, -0.18, 0.38, -0.43, -0.18, -0.81, 0.55, 0.32, 0.30, -0.10, -0.15, -0.55, -0.17, -0.20, 0.44, 0.39, 0.39, -0.21, -0.53, -0.50, -0.14, 0.52, 0.24, 0.15, 0.46, -0.13, -0.38, -0.60, -0.15, 0.16, 0.25, 0.44, 0.41]
}

{
  "formula": "C3H7N2O3",
  "method": "the ωB97M-V functional and the def2-TZVPD basis",
  "charge": -1,
  "homo_ev": [-2.89, -2.55],
  "de_lowest_ev": 9.212,
  "spin_multiplicity": 1,
  "species": ["C", "C", "C", "N", "N", "O", "O", "O", "H", "H", "H", "H", "H", "H", "H"],
  "coordinates": [[0.069, -1.570, 0.388], [-0.747, 1.613, 0.709], [0.689, -0.513, -0.679], [-0.845, 0.791, -0.516], [1.874, 0.149, -0.204], [-1.925, 0.113, -0.433], [2.577, 0.836, -0.987], [2.129, -0.026, 0.991], [0.295, -2.584, 0.114], [0.513, -1.270, 1.402], [-0.996, -1.366, 0.418], [-0.768, 1.037, 1.601], [0.073, 2.217, 0.809], [-1.633, 2.221, 0.744], [0.503, -0.716, -1.663]],
  "mulliken_charge": [-1.03, -0.94, -0.34, -0.10, 0.89, -0.60, -0.71, -0.64, 0.35, 0.25, 0.35, 0.35, 0.37, 0.34, 0.46]
}

{
  "formula": "C5H9N3",
  "method": "the ωB97M-V functional and the def2-TZVPD basis",
  "homo_ev": -9.23,
  "de_lowest_ev": 6.827,
  "spin_multiplicity": 1,
  "species": ["C", "C", "C", "C", "C", "H", "H", "H", "H", "H", "H", "H", "H", "H", "N", "N", "N"],
  "coordinates": [[-1.342, -2.275, 0.573], [-1.538, -0.967, -0.315], [-0.119, 0.675, 0.285], [1.657, 2.139, -0.432], [2.396, 0.959, -0.091], [-0.938, -1.850, 1.673], [-0.724, -2.961, 0.048], [-2.486, -2.778, 0.983], [-3.099, -1.134, -1.278], [-1.051, 1.382, 1.040], [1.114, 2.177, -1.394], [2.012, 3.258, -0.079], [3.263, 0.979, 0.673], [2.565, -0.173, -0.544], [-2.463, -0.348, -1.054], [-0.294, -0.415, -0.532], [1.047, 1.332, 0.443]],
  "mulliken_charge": [-0.83, 0.46, 0.04, -0.31, -0.39, 0.24, 0.30, 0.27, 0.27, 0.19, 0.28, 0.18, 0.18, 0.21, -0.63, -0.37, -0.10]
}

{
  "formula": "C18H14N6O3",
  "method": "the ωB97M-V functional and the def2-TZVPD basis",
  "smiles": "N#Cc1c(=O)c2nc(NCCCO)ncc2n2c(=O)c3ccccc3[nH]c12",
  "homo_ev": -8.57,
  "de_lowest_ev": 0.000,
  "spin_multiplicity": 1,
  "species": ["N", "C", "C", "C", "O", "C", "N", "C", "N", "C", "C", "C", "O", "N", "C", "C", "N", "C", "O", "C", "C", "C", "C", "C", "C", "N", "C", "H", "H", "H", "H", "H", "H", "H", "H", "H", "H", "H", "H", "H", "H"],
  "coordinates": [[0.483, 5.321, 1.517], [0.430, 4.218, 1.132], [0.432, 2.844, 0.737], [-0.438, 2.362, -0.335], [-1.016, 3.228, -0.987], [-0.584, 0.915, -0.629], [-1.527, 0.421, -1.461], [-1.595, -0.874, -1.660], [-2.372, -1.310, -2.684], [-2.866, -2.701, -2.847], [-3.557, -2.854, -4.193], [-4.954, -2.243, -4.229], [-4.903, -0.828, -4.122], [-0.869, -1.747, -0.982], [0.085, -1.294, -0.182], [0.299, 0.044, 0.071], [1.284, 0.556, 0.991], [2.293, -0.206, 1.637], [2.461, -1.370, 1.393], [3.170, 0.328, 2.668], [4.117, -0.476, 3.397], [4.919, 0.125, 4.405], [4.745, 1.491, 4.716], [3.831, 2.241, 3.960], [3.064, 1.667, 2.992], [2.100, 2.418, 2.358], [1.269, 1.920, 1.341], [-2.937, -0.541, -3.081], [-2.004, -3.393, -2.845], [-3.522, -2.992, -1.985], [-3.771, -3.878, -4.437], [-2.935, -2.408, -4.978], [-5.436, -2.427, -5.205], [-5.593, -2.618, -3.416], [-5.740, -0.508, -3.794], [0.617, -2.070, 0.367], [4.283, -1.531, 3.156], [5.631, -0.443, 4.990], [5.348, 1.915, 5.523], [3.656, 3.278, 4.208], [2.101, 3.420, 2.495]],
  "mulliken_charge": [-0.60, -0.15, 0.53, 0.64, -0.64, -0.14, -0.59, 0.24, -0.15, -0.39, -0.70, -0.49, -0.50, -0.48, -0.40, 0.52, 0.00, 0.62, -0.66, 0.22, -0.52, -0.63, -0.55, -0.48, 0.17, -0.08, 0.32, 0.30, 0.31, 0.26, 0.37, 0.30, 0.28, 0.37, 0.30, 0.55, 0.43, 0.39, 0.38, 0.40, 0.24]
}

{
  "formula": "C11H16OS",
  "method": "the ωB97M-V functional and the def2-TZVPD basis",
  "smiles": "CC1=C(/C=C\\[C@@H](C=O)C(C)(C)C)S1",
  "homo_ev": -7.47,
  "de_lowest_ev": 4.043,
  "spin_multiplicity": 1,
  "species": ["C", "C", "C", "C", "C", "C", "C", "O", "C", "C", "C", "C", "S", "H", "H", "H", "H", "H", "H", "H", "H", "H", "H", "H", "H", "H", "H", "H", "H"],
  "coordinates": [[-0.305, -1.278, -4.680], [0.091, -0.560, -3.479], [0.641, -0.577, -2.344], [1.240, -1.293, -1.303], [1.476, -0.825, -0.117], [1.154, 0.517, 0.525], [1.376, 1.721, -0.231], [2.471, 1.975, -0.645], [-0.151, 0.385, 1.367], [-0.150, 1.623, 2.397], [-0.198, -0.911, 2.188], [-1.405, 0.667, 0.520], [-0.350, 0.975, -2.569], [-0.726, -2.192, -4.319], [0.458, -1.558, -5.405], [-1.147, -0.754, -5.241], [1.626, -2.268, -1.503], [1.868, -1.454, 0.569], [1.969, 0.647, 1.282], [0.507, 2.325, -0.416], [-1.251, 1.885, 2.591], [0.493, 2.479, 2.010], [0.209, 1.370, 3.467], [0.786, -1.371, 2.315], [-0.750, -0.688, 3.074], [-0.894, -1.567, 1.637], [-1.342, 1.577, -0.057], [-2.432, 0.813, 1.156], [-1.628, -0.233, -0.061]],
  "mulliken_charge": [-0.99, 0.34, 0.03, -0.62, -0.55, 0.25, -0.60, -0.54, 2.02, -1.41, -1.75, -1.69, -0.31, 0.33, 0.30, 0.27, 0.41, 0.56, 0.20, 0.50, 0.38, 0.34, 0.33, 0.30, 0.52, 0.34, 0.35, 0.38, 0.33]
}

{
  "formula": "C4H6N2O",
  "method": "the ωB97M-V functional and the def2-TZVPD basis",
  "homo_ev": -8.16,
  "de_lowest_ev": 3.992,
  "spin_multiplicity": 1,
  "species": ["C", "C", "N", "C", "C", "O", "N", "H", "H", "H", "H", "H", "H"],
  "coordinates": [[-1.904, 0.816, -0.294], [-0.549, 0.196, -0.217], [0.410, 0.423, -1.102], [1.410, -0.408, -0.689], [1.104, -1.234, 0.491], [2.078, 0.013, 0.900], [-0.200, -0.688, 0.733], [-1.900, 1.600, -1.052], [-2.201, 1.238, 0.671], [-2.642, 0.056, -0.574], [2.303, -0.504, -1.298], [2.921, -0.453, 1.003], [-0.831, -1.055, 1.428]],
  "mulliken_charge": [-1.04, 0.59, -0.62, 0.19, -0.51, -0.45, 0.01, 0.29, 0.33, 0.29, 0.38, 0.36, 0.19]
}

{
  "formula": "C28H41BN2O5P",
  "method": "the ωB97M-V functional and the def2-TZVPD basis",
  "charge": -1,
  "homo_ev": -4.05,
  "spin_multiplicity": 1,
  "species": ["C", "C", "P", "C", "N", "C", "O", "N", "O", "O", "C", "C", "C", "C", "B", "O", "O", "C", "C", "H", "H", "H", "H", "H", "H", "H", "H", "H", "H", "H", "H", "H", "H", "H", "H", "H", "H", "H", "H", "H", "H", "H", "C", "C", "C", "C", "C", "C", "H", "H", "H", "H", "H", "H", "C", "C", "C", "C", "C", "C", "H", "H", "H", "H", "H", "H", "C", "C", "C", "C", "C", "C", "H", "H", "H", "H", "H", "H"],
  "coordinates": [[0.704, -1.316, 2.474], [0.202, -1.544, 1.393], [-0.525, -1.713, -0.417], [0.382, -3.385, -0.601], [0.156, -4.308, 0.504], [-1.245, -1.856, -2.223], [-2.264, -2.904, -2.280], [-3.167, -2.601, -3.313], [-2.949, -3.213, -4.290], [0.867, -0.883, -1.111], [1.252, 0.382, -0.679], [2.761, 0.554, -0.813], [3.178, 2.024, -0.752], [4.615, 2.247, -0.263], [-1.579, -0.072, -0.070], [-2.277, 0.077, 1.145], [-1.767, 0.919, -1.021], [-2.277, 2.175, -0.599], [-2.013, 3.229, -1.661], [1.136, -1.130, 3.428], [-1.670, -2.448, 0.141], [0.056, -3.860, -1.533], [1.450, -3.178, -0.701], [0.856, -4.178, 1.220], [-0.755, -4.121, 0.916], [-1.709, -0.916, -2.541], [-0.460, -2.101, -2.946], [0.755, 1.183, -1.250], [0.982, 0.547, 0.378], [3.057, 0.087, -1.757], [3.242, -0.009, -0.005], [2.474, 2.577, -0.119], [3.101, 2.435, -1.763], [4.907, 1.462, 0.440], [5.320, 2.203, -1.096], [4.735, 3.208, 0.243], [-3.215, -0.089, 1.005], [-1.808, 2.485, 0.337], [-3.355, 2.104, -0.412], [-2.269, 2.868, -2.658], [-2.635, 4.105, -1.449], [-0.973, 3.562, -1.644], [-2.659, 4.566, 2.081], [-3.465, 3.497, 2.451], [-4.636, 3.733, 3.159], [-5.004, 5.030, 3.490], [-4.198, 6.097, 3.117], [-3.024, 5.863, 2.414], [-1.743, 4.389, 1.533], [-3.181, 2.484, 2.193], [-5.263, 2.901, 3.454], [-5.920, 5.210, 4.040], [-4.484, 7.109, 3.375], [-2.392, 6.694, 2.126], [0.016, 1.006, -4.004], [1.001, 1.979, -4.108], [1.869, 1.987, -5.191], [1.751, 1.021, -6.180], [0.763, 0.050, -6.083], [-0.102, 0.042, -4.997], [-0.649, 1.004, -3.149], [1.094, 2.730, -3.333], [2.642, 2.743, -5.262], [2.429, 1.022, -7.025], [0.671, -0.707, -6.852], [-0.862, -0.723, -4.915], [1.451, -4.453, 3.938], [2.578, -4.001, 4.610], [3.461, -4.907, 5.181], [3.221, -6.271, 5.074], [2.098, -6.725, 4.395], [1.214, -5.816, 3.829], [0.769, -3.741, 3.488], [2.770, -2.938, 4.683], [4.340, -4.552, 5.705], [3.913, -6.979, 5.513], [1.915, -7.788, 4.303], [0.343, -6.168, 3.290]],
  "mulliken_charge": [-1.07, 0.25, 1.47, -0.86, -0.60, -1.16, -0.16, 0.07, -0.33, -0.54, 0.34, -0.99, -0.02, -1.30, 0.18, -0.59, -0.10, -0.23, -1.38, 0.40, -0.05, 0.28, 0.23, 0.25, 0.37, 0.27, 0.46, -0.34, 0.29, 0.28, 0.34, 0.33, -0.01, 0.32, 0.32, 0.35, 0.28, 0.22, 0.41, 0.34, 0.48, 0.20, -0.45, -0.06, -0.56, -0.31, -0.40, -0.49, 0.43, 0.48, 0.36, 0.35, 0.35, 0.36, 0.58, -0.22, -0.59, -0.40, -0.47, -0.60, -0.15, 0.31, 0.37, 0.35, 0.39, 0.42, -0.24, -0.34, -0.43, -0.38, -0.34, -0.47, 0.41, 0.30, 0.35, 0.34, 0.35, 0.36]
}

no.,largest force on an atom (eV/Å),calculated total energy (Eh)
1,5.54,-360.47608
2,6.73,-29302.03315
3,5.74,-453.54916
4,7.70,-359.94636
5,3.26,-1248.60510
6,3.55,-902.00036
7,0.35,-340.64820
8,0.41,-1943.31788